Record 1
Below is a 11-piece molecular cluster, C44H66O33 overall, with properties calculated with the ωB97M-V functional and the def2-TZVPD basis.

* orbital gap (alpha / beta): 0.3549 / 0.0893 hartree
* net charge: +1
* <S²>: 0.758
* spin multiplicity: 2
* LUMO level (alpha / beta): -2.74 / -9.97 eV
* E_HOMO (alpha / beta): -0.4555 / -0.4555 Ha

Last column: Mulliken charge in e.
Geometry (Å):
C: 10.5990 10.5955 -6.0279  0.70
C: 11.5432 9.8277 -4.9978  0.54
C: 12.9318 10.3384 -4.7849  2.36
O: 12.9952 10.2054 -3.3695  0.31
C: 11.8455 9.7926 -2.8007  -0.11
O: 11.6060 9.7101 -1.5990  -0.55
O: 10.9080 9.7113 -3.7815  -0.04
H: 9.5618 10.2683 -5.9544  -0.53
H: 10.8503 10.3837 -7.0671  -0.28
H: 10.6780 11.6722 -5.8774  -0.37
H: 11.6648 8.8169 -5.3869  -0.32
H: 13.0928 11.3403 -5.1828  -0.36
H: 13.6407 9.6767 -5.2827  -1.12
C: 11.7594 13.8005 -7.2153  -0.32
C: 12.0116 14.9723 -8.1886  0.30
C: 12.6895 14.4506 -9.5060  -0.10
O: 11.7952 14.9698 -10.4782  -0.32
C: 10.7506 15.4625 -9.9650  0.65
O: 9.8250 15.9038 -10.5556  -0.57
O: 10.7625 15.3914 -8.5857  -0.38
H: 11.4434 12.8874 -7.7199  -0.05
H: 11.0140 14.0492 -6.4599  -0.27
H: 12.7306 13.5598 -6.7830  0.27
H: 12.5085 15.8831 -7.8544  0.46
H: 12.7519 13.3640 -9.5645  -0.05
H: 13.7019 14.8159 -9.6790  0.30
C: 15.4866 12.6801 -3.1209  -1.29
C: 16.8104 11.8910 -3.0153  1.01
C: 17.4128 11.4805 -4.3571  0.25
O: 18.7559 11.7888 -4.3148  -0.35
C: 18.9978 12.4713 -3.1806  0.41
O: 20.0658 12.9147 -2.8747  -0.54
O: 17.8494 12.7189 -2.5398  -0.41
H: 14.6332 12.1582 -3.5538  0.07
H: 15.6821 13.4983 -3.8141  0.48
H: 15.2185 13.1601 -2.1798  0.29
H: 16.7297 11.0182 -2.3673  -0.19
H: 16.8186 11.9854 -5.1188  0.21
H: 17.2116 10.4181 -4.4945  0.04
C: 8.1039 7.7790 -6.6112  -1.18
C: 7.8514 6.8666 -7.9241  0.08
C: 8.6486 7.2159 -9.1967  0.55
O: 9.1268 5.9596 -9.6488  -0.41
C: 8.8917 5.0000 -8.6723  0.64
O: 9.1735 3.8251 -8.7518  -0.56
O: 8.3507 5.6148 -7.6326  -0.37
H: 7.5426 7.3493 -5.7815  0.46
H: 7.7725 8.8147 -6.6856  0.53
H: 9.1304 7.7567 -6.2454  0.04
H: 6.7932 6.7184 -8.1392  0.36
H: 9.4946 7.8283 -8.8847  -0.47
H: 8.0022 7.6801 -9.9415  0.31
C: 8.0635 13.3367 -12.5607  -1.35
C: 8.7473 11.9591 -12.4236  0.34
C: 10.2841 12.0404 -12.3660  -0.33
O: 10.6605 11.1474 -11.3868  -0.29
C: 9.5810 10.8550 -10.6704  0.60
O: 9.6323 10.3622 -9.5748  -0.50
O: 8.5729 11.4807 -11.1229  -0.34
H: 6.9766 13.2548 -12.5593  0.37
H: 8.3557 13.7819 -13.5118  0.38
H: 8.2521 14.0645 -11.7715  0.29
H: 8.2984 11.1541 -13.0054  0.33
H: 10.6095 13.0341 -12.0582  0.08
H: 10.8543 11.8663 -13.2785  0.32
C: 8.3164 8.3302 -2.8657  -1.27
C: 8.6866 7.2868 -1.7592  1.56
C: 7.6274 7.0865 -0.6130  -0.44
O: 7.8262 5.6828 -0.2531  -0.42
C: 8.1133 5.1020 -1.3814  0.53
O: 8.0210 3.8936 -1.4874  -0.58
O: 8.4747 6.0028 -2.3611  -0.31
H: 8.8885 8.2230 -3.7872  -0.10
H: 8.6078 9.3034 -2.4705  0.31
H: 7.2492 8.4105 -3.0725  0.58
H: 9.7228 7.2734 -1.4213  -0.42
H: 6.5825 7.3485 -0.7790  0.31
H: 7.9713 7.6822 0.2325  0.34
C: 12.1124 7.3658 1.2999  -0.73
C: 11.3291 6.4297 2.2760  0.36
C: 10.4960 5.3631 1.6204  -0.14
O: 10.9051 4.1358 2.2311  -0.20
C: 12.0627 4.3502 2.9783  0.56
O: 12.6851 3.5367 3.5707  -0.39
O: 12.2573 5.6837 3.0087  -0.27
H: 12.6106 8.1333 1.8922  0.14
H: 11.3916 7.7809 0.5954  0.36
H: 12.7602 6.6041 0.8660  0.20
H: 10.6716 7.0602 2.8745  0.47
H: 10.8058 5.3153 0.5764  0.10
H: 9.4112 5.4298 1.5367  0.41
C: 12.9114 7.7184 -7.8608  -0.64
C: 13.8514 8.7173 -8.4991  0.49
C: 13.1897 9.8624 -9.3053  -0.06
O: 13.8782 11.0791 -8.8975  -0.20
C: 14.5296 10.8359 -7.7604  0.58
O: 15.0973 11.7131 -7.0695  -0.60
O: 14.5098 9.5185 -7.4887  -0.33
H: 13.3348 6.7299 -8.0385  0.45
H: 11.8938 7.7354 -8.2511  0.04
H: 13.0253 7.7341 -6.7769  -0.06
H: 14.6021 8.2244 -9.1168  0.38
H: 12.1161 9.8215 -9.1218  -0.31
H: 13.2685 9.6861 -10.3780  0.38
C: 14.6914 9.1926 0.1375  -1.11
C: 14.2541 10.6402 0.1052  1.36
C: 13.1879 11.1137 1.0750  0.04
O: 13.6433 12.2712 1.6719  -0.34
C: 14.9413 12.2619 1.5086  0.45
O: 15.6505 12.9636 2.2035  -0.57
O: 15.3507 11.3547 0.5981  -0.46
H: 14.0211 8.6243 -0.5074  -0.04
H: 14.7910 8.7854 1.1436  0.49
H: 15.6553 9.1657 -0.3707  0.27
H: 13.9569 11.0019 -0.8791  -0.39
H: 12.9131 10.3452 1.7974  -0.02
H: 12.2615 11.2621 0.5202  0.30
C: 15.6856 8.4139 -3.6358  -1.03
C: 15.2086 7.0039 -3.3844  0.34
C: 15.6741 6.4357 -2.0526  -0.70
O: 14.4828 5.9636 -1.3918  -0.32
C: 13.4145 6.2913 -2.1026  0.35
O: 12.3087 5.9604 -1.7542  -0.49
O: 13.7700 6.9471 -3.2333  -0.02
H: 15.4183 8.6783 -4.6590  -0.06
H: 16.7740 8.4405 -3.5840  0.79
H: 15.2912 9.1047 -2.8906  0.12
H: 15.5561 6.3304 -4.1678  0.41
H: 16.0604 7.1679 -1.3435  0.13
H: 16.5113 5.7492 -2.1782  0.40
C: 9.7309 14.1630 -3.8731  -1.69
C: 8.9003 13.0500 -3.2260  0.65
C: 7.5587 13.6069 -2.9062  -0.38
O: 6.8132 12.7049 -3.5782  -0.39
C: 7.5080 11.8338 -4.3182  0.48
O: 7.0176 10.9085 -4.9830  -0.58
O: 8.7529 12.1433 -4.2662  0.11
H: 9.2958 14.5193 -4.8068  0.45
H: 10.7429 13.8155 -4.0809  0.21
H: 9.7902 15.0816 -3.2893  0.52
H: 9.4204 12.6866 -2.3397  0.07
H: 7.3790 14.5829 -3.3570  0.29
H: 7.3726 13.6432 -1.8328  0.32

Record 2
Below is C44H67N2O3S2Sn as an isolated structure, with properties calculated with the ωB97M-V functional and the def2-TZVPD basis.

* orbital gap: 0.2771 hartree
* net charge: +1
* spin multiplicity: 1
* LUMO level: -2.39 eV
* E_HOMO: -0.3647 Ha

Last column: Mulliken charge in e.
Geometry (Å):
Sn: 0.9250 -0.3607 -0.4725  1.31
C: 2.7127 0.8003 2.0703  -1.07
N: 1.8193 -0.3556 1.9581  0.37
C: 2.5882 -1.5888 2.1301  -1.06
C: 0.7456 -0.2847 2.9482  -0.61
C: -0.3114 0.7312 2.5559  -1.08
N: -1.1162 0.3618 1.3648  1.59
C: -1.7393 1.5842 0.8034  -2.31
C: -2.2939 1.4946 -0.5917  1.29
C: -3.6383 1.7999 -0.7912  -0.39
C: -4.1509 2.0303 -2.0521  -0.16
C: -3.2620 1.9412 -3.1197  -0.71
C: -1.9128 1.6477 -2.9878  0.13
C: -1.4136 1.3945 -1.6903  0.02
O: -0.0898 1.1304 -1.4997  -0.83
C: -0.9904 1.7255 -4.2084  2.47
C: -1.7353 2.0751 -5.5000  -2.37
C: 0.0269 2.8556 -3.9647  -1.23
C: -0.2935 0.3772 -4.4440  -1.45
C: -5.5975 2.4443 -2.3094  2.51
C: -6.3736 2.6514 -1.0080  -1.94
C: -6.2902 1.3567 -3.1434  -1.54
C: -5.6235 3.7747 -3.0785  -1.85
C: -2.1926 -0.5671 1.8489  -2.21
C: -3.1781 -1.1496 0.8486  1.79
C: -4.5284 -0.9145 1.0425  -0.62
C: -5.4932 -1.5317 0.2493  0.68
C: -5.0464 -2.2096 -0.8713  -1.19
C: -3.6969 -2.4396 -1.1488  0.84
C: -2.7933 -2.0107 -0.1815  0.10
O: -1.4826 -2.4639 -0.1138  -0.50
C: -3.3559 -3.1221 -2.4798  1.86
C: -3.8366 -4.5799 -2.4619  -1.75
C: -4.0897 -2.3384 -3.5878  -1.64
C: -1.8687 -3.1021 -2.8537  -1.96
C: -6.9579 -1.5225 0.6771  1.72
C: -7.8712 -2.2105 -0.3391  -2.15
C: -7.0568 -2.2857 2.0091  -1.70
C: -7.4622 -0.0882 0.8728  -1.86
H: 3.1181 0.8984 3.0856  0.35
H: 2.1895 1.7201 1.8098  0.32
H: 3.5384 0.6765 1.3733  0.32
H: 2.9944 -1.6716 3.1459  0.37
H: 3.4157 -1.6050 1.4224  0.33
H: 1.9518 -2.4529 1.9307  0.25
H: 1.1528 -0.0058 3.9300  0.44
H: 0.2904 -1.2721 3.0538  0.12
H: 0.1921 1.6761 2.3551  0.58
H: -0.9809 0.8973 3.4089  0.33
H: -0.9671 2.3572 0.7627  0.61
H: -2.5176 1.9327 1.4944  0.19
H: -4.2729 1.8839 0.0830  0.29
H: -3.6483 2.1390 -4.1087  0.50
H: -2.2346 3.0427 -5.4310  0.41
H: -2.4707 1.3120 -5.7631  0.42
H: -1.0136 2.1350 -6.3166  0.47
H: -0.4848 3.8197 -3.9948  0.41
H: 0.8002 2.8511 -4.7381  0.46
H: 0.4973 2.7510 -2.9898  -0.35
H: -1.0376 -0.3861 -4.6813  0.27
H: 0.2692 0.0560 -3.5697  0.01
H: 0.3941 0.4537 -5.2902  0.51
H: -6.4074 1.7416 -0.4083  -0.15
H: -7.4008 2.9399 -1.2360  0.53
H: -5.9264 3.4488 -0.4107  0.38
H: -6.2220 0.3876 -2.6427  0.08
H: -5.8260 1.2601 -4.1263  0.34
H: -7.3447 1.6012 -3.2894  0.51
H: -5.0942 4.5480 -2.5188  0.38
H: -6.6554 4.1000 -3.2252  0.48
H: -5.1582 3.6885 -4.0607  0.32
H: -2.7901 -0.0155 2.5864  0.49
H: -1.7014 -1.3904 2.3701  -0.31
H: -4.8225 -0.2812 1.8719  0.42
H: -5.7769 -2.6056 -1.5613  0.67
H: -4.9002 -4.6434 -2.2280  0.26
H: -3.2869 -5.1561 -1.7163  0.27
H: -3.6736 -5.0396 -3.4388  0.50
H: -5.1692 -2.4789 -3.5431  0.34
H: -3.7538 -2.6766 -4.5693  0.54
H: -3.8792 -1.2696 -3.4973  0.23
H: -1.2683 -3.7669 -2.2351  0.30
H: -1.4673 -2.0870 -2.7945  0.24
H: -1.7626 -3.4434 -3.8841  0.60
H: -7.6006 -3.2581 -0.4841  0.39
H: -7.8465 -1.6994 -1.3039  0.37
H: -8.8982 -2.1841 0.0265  0.46
H: -6.6814 -3.3054 1.8933  0.32
H: -8.0987 -2.3391 2.3299  0.51
H: -6.4796 -1.7950 2.7947  0.29
H: -7.4330 0.4531 -0.0736  0.53
H: -6.8655 0.4596 1.6038  0.23
H: -8.4943 -0.0977 1.2272  0.58
S: -1.2918 -4.0847 0.3676  -0.34
C: -1.8661 -4.0221 2.0389  0.04
C: -0.9439 -4.0179 3.0835  -0.28
C: -1.3944 -4.0478 4.3943  -0.64
C: -2.7587 -4.0750 4.6555  -0.62
C: -3.6760 -4.0707 3.6128  -0.65
C: -3.2345 -4.0546 2.2985  0.11
H: 0.1158 -4.0133 2.8618  0.42
H: -0.6820 -4.0521 5.2088  0.43
H: -3.1070 -4.1062 5.6796  0.42
H: -4.7372 -4.1021 3.8222  0.46
H: -3.9376 -4.0743 1.4747  0.46
O: 2.8932 0.5306 -1.6461  -1.00
S: 2.7383 1.5314 -2.7902  0.95
C: 4.3004 1.4587 -3.7450  -0.82
C: 5.1287 2.7011 -3.4220  -0.59
C: 4.1362 3.8000 -3.0438  -0.68
C: 3.1605 3.1510 -2.0762  -0.83
H: 3.9975 1.4349 -4.7924  0.35
H: 4.7918 0.5196 -3.4985  0.35
H: 5.7433 2.9941 -4.2720  0.36
H: 5.7935 2.4963 -2.5813  0.32
H: 3.6043 4.1553 -3.9296  0.30
H: 4.6320 4.6564 -2.5877  0.36
H: 2.2406 3.7169 -1.9335  0.42
H: 3.6154 2.9331 -1.1099  0.49